Molecular formula: C5H7N2
Method: DFT, ωB97M-V/def2-TZVPD

Cartesian coordinates (Å):
C1 -0.761 1.234 -1.461
C2 0.902 -1.066 -1.759
C3 -0.746 0.121 -0.546
C4 -1.338 -1.092 -0.076
C5 0.526 1.832 0.839
N1 -0.246 1.295 -0.222
N2 1.818 -1.523 -2.298
H1 -2.090 -0.834 0.862
H2 -0.704 -1.902 0.484
H3 -1.818 -1.523 -0.828
H4 0.933 2.901 0.749
H5 -0.018 1.771 1.863
H6 1.421 1.356 0.888
H7 2.273 -2.113 -2.989

Values from the calculation:
2S+1: 3
Energy: -8262.1322 eV
Strongest force on any atom: 7.25 eV Å⁻¹
Relative energy (zero: lowest compared OMol25 entry of this formula, charge and spin): 6.306 eV
HOMO energy (spin up / spin down): -12.04 / -15.94 eV
Frontier orbital gap (spin up / spin down): 7.652 / 8.950 eV
⟨S²⟩: 2.015
Total charge: +1